A single C4H4N2O4 molecule at a distorted geometry, computed with ωB97M-V/def2-TZVPD.

Values from the calculation:
* E_tot: -15378.48459 eV
* frontier orbital gap: 9.0 eV
* ΔE to the lowest compared entry with this formula, charge and spin: 20.5 kcal per mole
* SMILES: O=C(NO)c1cc(=O)[nH]o1
* highest occupied orbital energy: -9.61 eV
* lowest unoccupied orbital energy: -0.575 eV

Geometry as XYZ:
```
14
Properties=species:S:1:pos:R:3:forces:R:3:mulliken_charge:R:1
O -0.961 -2.176 -0.438 -0.1 0.4 0.0 -0.72
C -0.136 -1.352 -0.031 -0.8 -4.6 -0.1 0.16
N 0.920 -1.761 0.633 3.8 3.2 1.8 -0.05
O 1.115 -3.101 0.896 -1.0 -0.4 -0.4 -0.42
C -0.238 0.019 -0.188 1.0 7.9 0.4 0.99
C 0.517 1.147 0.177 1.2 -2.8 1.7 -0.24
C -0.138 2.363 -0.219 -0.8 -0.6 -1.0 0.05
O 0.209 3.512 -0.227 0.1 0.6 0.3 -0.60
N -1.376 1.893 -0.718 -0.5 -0.3 -1.1 -0.11
O -1.336 0.469 -0.761 -2.2 0.5 -1.5 -0.25
H 1.696 -0.939 0.972 -2.7 -4.0 -1.0 0.30
H 0.259 -3.555 0.567 1.4 1.3 0.4 0.40
H 1.405 1.146 0.868 -0.9 0.1 -1.2 0.20
H -1.936 2.334 -1.533 1.5 -1.3 1.8 0.29
```
Positions in Å, forces in eV/Å.